# 1
98
Properties=species:S:1:pos:R:3:forces:R:3:mulliken_charge:R:1 method="wB97M-V/def2-TZVPD" de_lowest_kcal_mol=79.6 total_charge=-2 mol_weight_g_mol=1044.9 energy_ha=-7930.63942 fmax_ev_per_a=1.17
Zr 1.481 0.723 -1.221 -0.42 -0.17 -0.76 -0.3246
C 5.164 0.277 3.745 0.00 0.00 0.00 -0.7398
C 4.932 1.600 3.385 0.01 0.00 0.01 -0.5256
C 4.096 1.932 2.334 -0.02 -0.03 0.00 -1.2030
C 3.451 0.930 1.576 -0.07 0.02 0.04 -0.1507
C 3.696 -0.409 1.952 -0.01 0.03 -0.03 0.7699
C 4.530 -0.719 3.008 0.03 -0.01 0.02 -1.1468
N 2.599 1.218 0.551 0.28 0.13 -0.02 1.8147
N 2.606 2.595 0.209 0.02 0.27 0.33 -0.8412
C 1.606 3.400 0.091 0.01 -0.27 0.05 1.9309
C 1.799 4.774 -0.189 -0.11 0.29 -0.27 -2.3038
C 1.105 5.466 -1.168 0.16 -0.09 0.20 -0.1355
C 0.171 5.012 -2.090 -0.09 -0.23 -0.10 -1.7094
C -0.257 3.666 -2.253 -0.85 0.80 0.10 0.0355
C -0.426 2.572 -1.307 0.56 -0.10 -0.15 0.1365
H 5.815 0.029 4.574 0.00 0.00 0.00 0.3585
H 5.407 2.399 3.946 0.00 0.01 -0.01 0.3695
H 3.909 2.965 2.079 0.01 0.01 0.02 0.4729
H 3.224 -1.203 1.392 -0.04 -0.04 -0.02 0.4451
H 4.693 -1.763 3.259 -0.01 0.00 -0.01 0.4201
H 2.719 5.197 0.192 -0.01 -0.01 0.05 0.3226
H 1.423 6.497 -1.306 0.00 0.00 -0.02 0.3821
H -0.099 5.678 -2.899 0.05 0.01 -0.01 0.2650
H -0.798 3.473 -3.173 0.05 -0.04 -0.02 0.5008
C -5.153 -4.508 1.020 -0.01 -0.03 0.02 -0.4721
C -5.265 -3.754 -0.139 0.01 0.02 -0.04 -0.7177
C -4.532 -2.584 -0.288 -0.01 -0.02 0.03 -0.1432
C -3.666 -2.155 0.714 0.03 -0.09 0.04 0.6691
C -3.556 -2.929 1.870 -0.01 0.03 -0.07 -0.3558
C -4.298 -4.091 2.029 0.00 0.00 0.03 -0.7835
P -2.598 -0.656 0.632 0.02 -0.04 -0.08 0.9713
C -3.785 0.616 1.214 0.16 0.08 -0.03 -0.2675
C -3.382 1.944 1.038 -0.08 0.00 0.02 0.0110
C -4.147 2.982 1.540 -0.03 -0.01 0.01 -0.8079
C -5.328 2.711 2.226 0.02 0.05 0.00 -0.5928
C -5.732 1.398 2.404 -0.01 -0.02 0.01 -0.6525
C -4.962 0.353 1.902 -0.08 -0.08 0.02 -0.6673
C -2.525 -0.263 -1.156 0.06 0.00 0.08 0.9360
C -3.622 0.287 -1.811 -0.09 0.00 0.01 0.0453
C -3.563 0.658 -3.146 0.05 -0.02 0.02 -0.9993
C -2.380 0.462 -3.843 0.01 0.02 0.02 -0.7992
C -1.274 -0.084 -3.211 -0.07 -0.01 -0.07 -0.7532
C -1.313 -0.426 -1.858 0.09 -0.05 0.06 -0.5578
H -5.720 -5.425 1.129 0.00 0.00 0.01 0.3375
H -5.921 -4.082 -0.936 -0.01 0.01 -0.01 0.3697
H -4.616 -2.009 -1.199 0.00 0.02 -0.06 0.3208
H -2.858 -2.623 2.642 0.01 0.00 0.01 0.3180
H -4.191 -4.680 2.932 0.00 0.00 -0.01 0.3890
H -2.468 2.160 0.501 0.08 0.03 -0.03 0.3563
H -3.805 3.999 1.396 -0.02 0.01 0.00 0.4988
H -5.929 3.522 2.621 0.01 0.01 0.00 0.3500
H -6.653 1.180 2.934 0.00 0.00 0.00 0.3929
H -5.289 -0.672 2.044 0.00 0.06 0.00 0.3734
H -4.537 0.458 -1.252 0.02 0.01 -0.02 0.4653
H -4.425 1.102 -3.629 -0.01 0.01 0.01 0.3655
H -2.306 0.751 -4.885 0.01 -0.01 -0.01 0.4027
H -0.344 -0.215 -3.746 0.01 0.00 0.01 0.5044
N 0.551 -0.564 2.075 0.01 -0.17 -0.05 0.0495
N 0.416 0.621 2.801 -0.10 0.10 0.02 -0.5043
C 0.257 1.806 2.076 0.04 -0.08 -0.01 -0.1637
N 0.244 2.945 2.716 -0.02 0.05 0.09 -0.8420
N 0.057 1.681 0.750 0.04 0.01 0.01 1.0687
N 0.137 2.942 0.091 -0.12 0.01 -0.02 0.7922
O 0.843 2.464 -2.151 0.63 -0.50 0.15 0.1930
O -0.726 3.920 0.602 -0.07 0.01 -0.04 -0.7035
H -0.344 -0.963 1.805 0.02 0.01 -0.03 -0.1455
H 1.106 -1.215 2.612 0.03 -0.01 -0.02 0.3370
H -0.246 0.585 3.567 0.04 0.02 0.01 0.3136
H 0.494 2.812 3.688 -0.01 0.01 0.00 0.3129
H -0.464 3.887 1.576 0.03 0.00 0.05 0.4459
Br 1.846 -3.068 -3.018 0.07 0.01 -0.06 -0.0453
C 3.380 -2.380 -2.155 -0.04 -0.03 -0.02 0.1797
C 4.543 -3.109 -2.364 0.04 0.01 0.01 -0.9465
C 5.723 -2.637 -1.830 -0.02 0.01 0.01 -0.4470
C 5.697 -1.446 -1.126 -0.02 -0.02 -0.02 -1.1492
C 4.490 -0.798 -0.973 0.07 0.02 0.01 -0.3438
N 3.318 -1.263 -1.441 0.04 -0.14 0.05 0.4451
H 4.502 -4.007 -2.960 0.00 0.00 0.00 0.4192
H 6.649 -3.178 -1.985 0.00 0.00 0.00 0.3823
H 6.591 -1.002 -0.712 0.00 0.00 0.00 0.4978
H 4.447 0.159 -0.483 -0.03 0.01 0.03 0.8346
N -0.122 -0.877 -1.228 -0.04 -0.01 0.14 1.0844
C -0.155 -2.169 -0.747 -0.05 0.01 -0.04 0.3775
C -1.149 -3.103 -1.108 -0.01 0.05 0.03 -0.6273
C -1.147 -4.399 -0.617 0.00 0.01 0.01 -0.5623
C -0.152 -4.843 0.241 -0.01 0.00 -0.01 -1.1308
C 0.861 -3.948 0.578 0.00 -0.02 0.01 -0.6768
C 0.862 -2.655 0.098 0.01 0.05 0.08 0.3140
H -1.924 -2.810 -1.802 -0.04 0.02 -0.01 0.4617
H -1.945 -5.070 -0.917 0.00 -0.01 0.00 0.3535
H -0.155 -5.854 0.629 0.00 -0.01 0.00 0.3474
H 1.671 -4.268 1.225 0.01 0.01 0.00 0.4271
H 1.667 -1.989 0.365 -0.01 0.01 0.02 -0.4793
O 4.303 -0.247 -4.102 -0.13 0.09 0.08 -0.7826
Se 3.151 0.834 -3.742 0.00 -0.05 -0.15 1.2197
O 2.967 1.967 -4.870 -0.05 -0.07 0.15 -0.7842
O 3.354 1.446 -2.189 0.02 -0.02 0.01 -0.5894
O 1.701 0.056 -3.350 0.00 0.05 0.12 -0.5839


# 2
155
Properties=species:S:1:pos:R:3:forces:R:3:mulliken_spin:R:1 method="wB97M-V/def2-TZVPD" de_lowest_kcal_mol=0.0 total_charge=+1 spin_multiplicity=6 mol_weight_g_mol=984.1 energy_ha=-4049.35725 fmax_ev_per_a=3.56
Mn -6.261 -6.650 27.870 0.47 0.03 0.27 4.9651
I -4.458 -3.786 25.513 -0.11 -0.26 0.30 0.0008
C -3.496 -7.888 25.728 1.43 0.56 -0.97 0.0769
C -3.142 -7.760 27.174 -0.97 -1.42 1.13 -0.0199
C -1.748 -7.268 27.506 0.27 -0.10 0.43 0.0074
O -1.789 -7.104 28.931 1.44 1.00 0.10 -0.0004
C -0.523 -6.708 29.596 -1.03 -1.14 -0.02 0.0002
N -4.125 -6.851 27.831 0.25 -0.04 1.50 -0.0190
H -3.267 -6.914 25.279 -0.38 0.02 -0.26 -0.0061
H -4.503 -8.193 25.437 0.12 -0.04 0.52 -0.0092
H -2.770 -8.562 25.270 -0.19 -0.22 -0.13 0.0004
H -3.190 -8.750 27.680 -0.36 0.55 -0.19 -0.0115
H -1.512 -6.325 26.988 0.12 -0.20 0.11 -0.0005
H -1.029 -8.065 27.253 -0.02 0.41 -0.17 -0.0010
H 0.039 -5.871 29.185 -0.46 0.11 -0.55 -0.0001
H 0.121 -7.593 29.610 0.03 0.16 0.01 0.0000
H -0.823 -6.467 30.619 0.03 -0.09 -0.18 -0.0001
H -3.983 -5.970 27.352 0.06 0.85 -0.40 -0.0134
H -3.729 -6.669 28.786 -0.36 -0.25 -0.85 0.0113
C -3.091 -3.085 29.654 0.43 1.91 -1.15 0.0015
C -3.204 -4.269 30.511 -0.93 -0.44 0.75 0.0017
C -2.270 -4.236 31.694 1.32 -0.74 -0.35 0.0014
O -2.386 -5.540 32.279 0.23 1.00 0.14 -0.0001
C -1.548 -5.703 33.409 0.08 -0.51 0.13 0.0001
N -4.614 -4.428 30.949 -0.31 0.17 -0.09 -0.0014
H -3.629 -3.111 28.702 -0.17 -0.38 0.12 -0.0012
H -2.057 -2.891 29.364 0.15 -0.14 0.05 -0.0001
H -3.415 -2.168 30.146 -0.13 0.06 0.26 0.0001
H -2.915 -5.133 29.910 -0.07 -0.23 0.23 0.0026
H -2.440 -3.431 32.434 -0.26 -0.27 -0.29 -0.0002
H -1.227 -4.094 31.283 -0.70 -0.11 0.52 -0.0001
H -1.724 -6.732 33.737 0.23 0.20 0.08 0.0000
H -1.805 -5.025 34.234 -0.02 0.02 -0.21 0.0000
H -0.478 -5.573 33.158 -0.39 -0.01 0.01 0.0000
H -4.975 -3.548 31.317 0.33 0.13 -0.25 0.0003
H -4.684 -5.038 31.745 0.31 -0.58 0.23 0.0007
C -8.829 -3.459 21.414 0.19 0.28 2.11 0.0000
C -8.783 -2.876 20.048 0.77 0.51 -0.77 0.0000
C -8.192 -1.433 19.945 0.37 -0.29 0.99 0.0000
O -6.815 -1.454 20.316 0.05 0.05 0.36 0.0000
C -6.495 -0.764 21.520 -0.19 -0.54 -0.21 0.0000
N -7.926 -3.824 19.305 -0.84 -0.22 -0.95 0.0000
H -9.221 -4.470 21.485 -0.11 -0.14 -0.60 0.0000
H -9.444 -2.885 22.115 0.07 0.29 -0.06 0.0000
H -7.819 -3.515 21.841 -0.05 0.16 -0.02 0.0000
H -9.826 -2.804 19.712 0.37 -0.40 -0.65 0.0000
H -8.684 -0.686 20.585 -0.37 -0.31 -0.11 0.0000
H -8.222 -1.065 18.924 -0.23 -0.16 -0.27 0.0000
H -6.763 0.292 21.458 -0.05 0.10 0.02 0.0000
H -5.422 -0.858 21.620 0.28 0.10 0.12 0.0000
H -6.958 -1.211 22.422 0.01 0.09 -0.44 0.0000
H -7.929 -3.704 18.298 -0.35 0.17 0.01 0.0000
H -6.953 -3.736 19.552 0.15 0.36 0.50 0.0000
C -4.648 3.237 29.193 -0.06 0.03 -0.26 0.0000
C -4.215 1.942 29.907 -1.11 0.34 0.02 0.0000
C -3.263 1.110 29.081 0.09 0.87 -0.07 0.0000
O -3.893 0.702 27.871 -0.22 0.36 0.58 -0.0001
C -2.994 0.029 27.043 1.29 -1.29 0.28 0.0001
N -3.666 2.144 31.269 -0.43 0.34 -0.22 0.0000
H -3.858 3.988 29.177 0.24 -0.08 0.13 0.0000
H -5.528 3.728 29.618 0.09 -0.25 0.33 0.0000
H -4.909 3.056 28.149 0.06 -0.23 -0.02 0.0000
H -5.116 1.289 30.006 0.42 0.48 0.17 0.0000
H -2.992 0.281 29.735 0.33 -0.41 -0.33 0.0000
H -2.376 1.720 28.832 0.02 -0.30 0.11 0.0000
H -2.227 0.649 26.556 -0.44 0.32 0.03 0.0000
H -3.502 -0.590 26.299 -0.21 0.34 0.06 0.0000
H -2.406 -0.665 27.678 -0.15 -0.01 -0.37 0.0000
H -4.373 2.651 31.804 0.06 -0.37 -0.03 0.0000
H -2.895 2.812 31.267 0.06 -0.25 -0.36 0.0000
C -3.702 -4.398 17.389 -0.09 1.70 -0.01 0.0000
C -2.485 -5.091 18.034 -1.81 -0.85 -1.54 0.0000
C -2.344 -4.761 19.494 0.48 0.95 -0.45 0.0000
O -3.466 -5.135 20.240 -0.15 0.55 1.05 0.0000
C -3.194 -4.751 21.597 -0.02 -1.10 -0.18 -0.0002
N -2.741 -6.518 17.868 0.23 -1.27 1.24 0.0000
H -3.973 -4.757 16.395 0.33 -0.44 0.11 0.0000
H -3.562 -3.322 17.229 0.21 0.09 0.18 0.0000
H -4.602 -4.455 18.007 0.17 -0.35 0.13 0.0000
H -1.573 -4.838 17.488 0.03 0.10 0.23 0.0000
H -2.227 -3.662 19.571 0.15 -0.23 0.01 0.0000
H -1.468 -5.230 19.940 0.35 -0.16 -0.17 0.0000
H -2.905 -3.701 21.728 -0.10 -0.04 -0.31 0.0000
H -2.370 -5.396 21.977 -0.34 0.40 -0.01 -0.0001
H -4.092 -4.947 22.172 -0.06 0.07 0.15 -0.0001
H -2.908 -6.863 16.934 0.21 0.54 -0.22 0.0000
H -3.579 -6.766 18.399 0.38 0.09 -0.09 0.0000
C -5.934 1.620 25.209 -0.07 0.65 0.20 0.0000
C -7.048 0.816 25.987 0.94 1.91 -2.86 0.0000
C -8.154 0.503 24.959 0.44 -0.76 0.70 0.0000
O -8.551 1.678 24.321 0.74 0.43 0.46 0.0000
C -9.409 1.420 23.280 -1.14 -0.06 -1.01 0.0000
N -6.533 -0.320 26.635 0.08 -1.86 0.97 0.0002
H -5.528 1.206 24.278 -0.26 -0.65 0.26 0.0000
H -5.089 1.855 25.856 0.07 -0.35 0.22 0.0000
H -6.285 2.599 24.895 -0.42 0.14 0.02 0.0000
H -7.446 1.537 26.682 -0.30 0.05 0.60 0.0000
H -9.034 0.084 25.470 0.10 -0.29 -0.03 0.0000
H -7.770 -0.235 24.212 -0.19 0.27 0.42 0.0000
H -8.918 1.031 22.374 0.18 -0.13 0.25 0.0000
H -9.885 2.355 22.981 -0.05 -0.01 0.12 0.0000
H -10.193 0.701 23.579 0.06 0.17 -0.12 0.0000
H -6.123 -1.003 25.992 -0.08 0.39 0.15 -0.0001
H -5.819 -0.073 27.322 -0.16 0.02 -0.36 -0.0001
C -7.238 -2.542 29.418 0.12 0.90 0.76 0.0039
C -7.645 -3.785 28.710 -0.60 -1.79 -0.56 -0.0232
C -8.099 -3.527 27.280 -0.38 0.31 -0.41 0.0672
O -8.885 -4.577 26.618 0.20 1.41 0.62 0.0127
C -9.377 -3.961 25.417 0.35 -0.45 -0.96 0.0000
N -6.473 -4.721 28.725 -0.22 -0.25 -0.37 0.0254
H -6.359 -2.110 28.944 0.01 0.21 -0.20 -0.0015
H -6.951 -2.757 30.460 -0.26 -0.01 -0.30 -0.0003
H -8.032 -1.790 29.436 0.15 -0.12 -0.06 0.0003
H -8.460 -4.305 29.230 0.05 0.20 0.02 -0.0313
H -7.249 -3.348 26.613 0.14 0.30 0.26 -0.0061
H -8.704 -2.607 27.317 0.15 -0.29 -0.16 -0.0012
H -8.537 -3.759 24.715 -0.27 0.05 0.42 0.0009
H -9.928 -3.017 25.550 0.21 -0.32 0.45 0.0002
H -10.031 -4.665 24.905 -0.07 -0.11 0.21 0.0001
H -5.790 -4.281 28.101 0.27 0.21 -0.12 -0.0319
H -6.016 -4.663 29.647 0.27 -0.12 0.12 0.0108
C -8.567 -7.944 24.692 -0.14 -0.04 -0.96 0.0020
C -7.110 -7.467 24.704 -0.48 -0.49 2.43 0.0554
C -6.718 -6.622 23.527 -0.19 0.33 1.57 0.0040
O -7.128 -7.270 22.401 1.20 1.03 -1.61 -0.0003
C -6.625 -6.469 21.293 -0.98 -1.77 -1.61 0.0000
N -6.831 -6.571 25.933 -0.62 -0.21 -1.57 -0.0082
H -8.641 -8.700 23.895 -0.08 0.33 0.17 0.0001
H -9.262 -7.139 24.432 0.19 0.06 -0.06 0.0013
H -8.985 -8.417 25.581 0.62 0.09 0.32 -0.0043
H -6.482 -8.360 24.826 0.01 0.32 -0.19 0.0043
H -5.624 -6.412 23.574 -0.39 -0.12 -0.21 0.0013
H -7.233 -5.644 23.712 0.21 -0.20 -0.59 0.0011
H -5.536 -6.302 21.246 -0.42 -0.21 0.51 0.0000
H -7.195 -5.565 21.195 0.00 0.68 0.34 0.0008
H -6.925 -7.038 20.390 0.42 0.22 0.42 -0.0001
H -6.143 -5.919 25.571 1.37 0.21 0.04 0.0197
H -7.552 -5.847 25.962 -1.15 -0.26 0.19 -0.0890
C 0.101 -3.942 26.781 1.00 -1.04 1.56 -0.0001
C 0.195 -3.550 25.360 -0.28 -0.83 -0.39 0.0000
C -0.349 -4.710 24.516 0.91 0.51 -0.60 0.0000
O 0.443 -5.848 24.723 -0.47 -1.11 -0.11 0.0000
C 0.091 -6.845 23.758 1.34 0.35 -0.21 0.0001
N -0.608 -2.393 25.291 -1.51 1.98 -1.41 0.0001
H 0.616 -4.903 26.887 -0.02 0.09 0.50 0.0000
H -0.932 -4.051 27.143 0.02 0.03 -0.41 -0.0003
H 0.563 -3.177 27.407 0.10 -0.13 0.06 0.0000
H 1.215 -3.283 25.061 -0.07 -0.36 0.12 0.0000
H -0.281 -4.493 23.445 -0.22 0.47 -0.16 0.0000
H -1.399 -4.909 24.747 -0.27 0.06 0.21 0.0001
H 0.427 -6.480 22.758 -0.41 -0.33 0.42 0.0000
H -0.982 -7.056 23.729 0.02 0.01 0.13 0.0000
H 0.682 -7.743 23.993 -0.40 0.23 -0.04 0.0000
H -1.587 -2.682 25.259 -0.02 0.19 0.28 0.0002
H -0.481 -1.866 24.428 0.13 -0.09 0.11 0.0000